An isolated molecule of C4H6O2S2 at a distorted geometry, computed with ωB97M-V with the def2-TZVPD basis set.

Atoms and positions in Å:
1 C -1.47 1.42 0.66
2 C -0.12 0.73 0.87
3 C 0.35 0.41 -0.50
4 C 0.82 -0.76 -0.97
5 S 0.87 -2.33 0.03
6 O -0.45 -2.84 0.20
7 S 1.74 -2.16 -2.05
8 O 3.13 -1.79 -1.75
9 H -2.01 0.72 -0.20
10 H -1.33 2.37 0.18
11 H -1.87 1.57 1.62
12 H -0.35 -0.13 1.56
13 H 0.48 1.46 1.45
14 H 0.21 1.34 -1.09

The LUMO energy is -0.27 eV. The relative energy (zero: lowest compared OMol25 entry of this formula, charge and spin) is 122.6 kcal per mole. Its largest force on an atom is 0.075 Eh/bohr. Its SMILES is CCC=C1S(=O)#S1=O. The calculation puts the gap between HOMO and LUMO at 8.93 eV. The HOMO energy comes out at -9.197 eV.